C7H10 | ωB97M-V/def2-TZVPD

Summary:
Molecular weight ... 94.2 g/mol
Energy above the lowest of the compared OMol25 structures with the same formula, charge and spin ... 353.2 kJ/mol
Total energy ... -272.58348 Ha
SMILES string ... C[C@@H]1[C@@H]2C=CC[C@H]12
LUMO energy ... 1.00 eV
Total charge ... 0

Last column: Löwdin charge in e.
Positions of all 17 atoms, in Å:
C -1.8153 0.5433 -0.1208  -0.059
C -1.0023 -0.7308 -0.1496  -0.258
C 0.3729 -0.8202 -0.7463  -0.188
C 1.1407 0.4930 -0.9839  -0.165
C 1.3636 1.1109 0.3895  -0.129
C 0.7833 0.2733 1.3032  -0.104
C 0.1835 -0.9557 0.7542  -0.190
H -2.3159 0.6868 -1.0843  0.081
H -2.5825 0.4907 0.6598  0.080
H -1.2032 1.4304 0.0760  0.071
H -1.5998 -1.6298 -0.2746  0.132
H 0.6090 -1.6901 -1.3568  0.132
H 0.5721 1.1739 -1.6367  0.108
H 2.0959 0.3283 -1.4939  0.103
H 2.2349 0.6982 1.0049  0.135
H 0.8527 0.4904 2.3702  0.114
H 0.3104 -1.8928 1.2890  0.136

---

C7H10 | ωB97M-V/def2-TZVPD

Summary:
Molecular weight ... 94.2 g/mol
Energy above the lowest of the compared OMol25 structures with the same formula, charge and spin ... 373.6 kJ/mol
Total energy ... -272.57571 Ha
SMILES string ... C1[C@@H]2CC3(CC3)[C@H]12
LUMO energy ... 1.16 eV
Total charge ... 0

Last column: Löwdin charge in e.
Positions of all 17 atoms, in Å:
C -1.9628 -0.3309 -0.0666  -0.084
C -1.3379 0.9294 -0.6240  -0.085
C -0.4799 -0.1907 -0.0951  -0.407
C 0.5654 -1.0104 -0.8741  -0.083
C 1.5123 -0.7896 0.3160  -0.138
C 1.5333 0.7884 0.7355  -0.091
C 0.4319 -0.0804 1.1258  -0.203
H -2.4592 -1.0128 -0.7545  0.101
H -2.4474 -0.2662 0.9053  0.101
H -1.4180 1.1136 -1.6962  0.101
H -1.4322 1.8616 -0.0700  0.102
H 0.1890 -2.0309 -1.0809  0.114
H 0.9311 -0.6150 -1.8263  0.106
H 2.5735 -0.6701 0.3079  0.105
H 1.4772 1.5841 -0.0118  0.113
H 2.2535 0.9233 1.5579  0.109
H 0.0703 -0.2036 2.1509  0.138

---

C7H10 | ωB97M-V/def2-TZVPD

Summary:
Molecular weight ... 94.2 g/mol
Energy above the lowest of the compared OMol25 structures with the same formula, charge and spin ... 495.6 kJ/mol
Total energy ... -272.52923 Ha
LUMO energy ... 0.22 eV
Total charge ... 0

Last column: Löwdin charge in e.
Positions of all 17 atoms, in Å:
C 1.2371 -0.7931 -1.2928  -0.085
C -0.1542 -1.3318 -1.0745  -0.084
C 0.2607 -0.0359 -0.4525  -0.439
C -0.1899 1.4010 -0.7001  -0.152
C 0.2549 1.8109 0.7080  0.138
C -0.9026 0.0987 1.8306  -0.049
C 0.4004 0.3329 1.0215  -0.350
H 1.4724 -0.3788 -2.2710  0.103
H 2.0706 -1.2949 -0.8057  0.103
H -0.8556 -1.3087 -1.9053  0.103
H -0.2615 -2.1919 -0.4149  0.102
H 0.3457 1.9831 -1.4607  0.113
H -1.2639 1.5606 -0.8672  0.121
H -1.6256 0.9178 1.6938  0.078
H -1.3871 -0.8279 1.5038  0.083
H -0.6842 0.0494 2.8995  0.080
H 1.2828 0.0086 1.5878  0.137

---

C7H10 | ωB97M-V/def2-TZVPD

Summary:
Molecular weight ... 94.2 g/mol
Energy above the lowest of the compared OMol25 structures with the same formula, charge and spin ... 212.9 kJ/mol
Total energy ... -272.63691 Ha
SMILES string ... C=C/C=C/C(=C)C
LUMO energy ... 0.54 eV
Total charge ... 0

Last column: Löwdin charge in e.
Positions of all 17 atoms, in Å:
C -1.2258 -1.3440 2.0615  -0.078
C -0.6857 -0.1571 1.3143  -0.369
C -0.9083 1.1082 1.6944  0.047
C 0.5243 0.4204 -0.8477  -0.120
C 0.1176 -0.4548 0.0899  -0.070
C 1.4729 0.8705 -2.9773  -0.004
C 1.4146 -0.0032 -1.9534  -0.171
H -0.4227 -2.0696 2.2699  0.080
H -1.7397 -1.0400 2.9593  0.071
H -1.8087 -1.9802 1.3834  0.085
H -0.6204 1.8534 0.9654  0.050
H -1.4646 1.3836 2.5823  0.060
H 0.0203 1.3494 -1.0809  0.101
H 0.2707 -1.5318 0.1207  0.106
H 2.0085 0.6708 -3.9291  0.064
H 1.0687 1.8515 -2.7938  0.046
H 1.9784 -0.9269 -1.8590  0.101

---

C7H10 | ωB97M-V/def2-TZVPD

Summary:
Molecular weight ... 94.2 g/mol
Energy above the lowest of the compared OMol25 structures with the same formula, charge and spin ... 617.8 kJ/mol
Total energy ... -272.48267 Ha
LUMO energy (alpha / beta) ... 0.28 / 0.29 eV
Total charge ... 0

Last column: Löwdin charge in e.
Positions of all 17 atoms, in Å:
C 1.5021 -0.0904 0.6246  -0.079
C 0.3273 0.6704 1.2950  -0.142
C -0.1516 1.4172 0.2553  -0.039
C -0.8623 0.3155 -0.4976  -0.204
C -1.8231 -0.2889 0.5330  -0.110
C -0.5439 -0.5985 1.2866  -0.229
C 0.2662 -0.8106 -0.0274  -0.154
H 2.1884 0.4864 0.0005  0.095
H 2.0533 -0.7915 1.2643  0.102
H 1.4909 0.8559 -2.9643  0.035
H 1.1544 0.2056 -2.8350  0.024
H 0.4821 2.1365 -0.2610  0.100
H -1.1521 0.4752 -1.5393  0.113
H -2.5532 0.3903 0.9866  0.111
H -2.3112 -1.1963 0.1654  0.113
H -0.4538 -1.2943 2.1242  0.138
H 0.3499 -1.8086 -0.4874  0.124

---

C7H10 | ωB97M-V/def2-TZVPD

Summary:
Molecular weight ... 94.2 g/mol
Energy above the lowest of the compared OMol25 structures with the same formula, charge and spin ... 81.3 kJ/mol
Total energy ... -272.68703 Ha
SMILES string ... CC1=C(C)CC=C1
LUMO energy ... 1.11 eV
Total charge ... 0

Last column: Löwdin charge in e.
Positions of all 17 atoms, in Å:
C 1.0129 1.7252 -0.0085  -0.060
C 0.0347 0.6109 -0.0190  -0.283
C 0.2505 -0.7435 -0.0107  -0.230
C 1.5516 -1.5101 0.0629  -0.046
C -1.0821 -1.4113 -0.0565  -0.050
C -2.0406 -0.4904 0.0672  -0.098
C -1.4407 0.8858 0.0318  -0.156
H 0.9491 2.3478 0.9053  0.083
H 2.0098 1.3502 -0.1650  0.054
H 0.7009 2.4467 -0.8681  0.112
H 2.3812 -0.7989 0.1013  0.061
H 1.5099 -2.1800 0.9155  0.075
H 1.7571 -2.0779 -0.8710  0.086
H -1.1693 -2.4668 -0.2075  0.098
H -3.1020 -0.6617 0.0560  0.090
H -1.7682 1.4229 -0.8594  0.125
H -1.5547 1.5508 0.9259  0.140

---

C7H10 | ωB97M-V/def2-TZVPD

Summary:
Molecular weight ... 94.2 g/mol
Energy above the lowest of the compared OMol25 structures with the same formula, charge and spin ... 305.4 kJ/mol
Total energy ... -272.60169 Ha
SMILES string ... C1=CCC2(C1)CC2
LUMO energy ... 1.07 eV
Total charge ... 0

Last column: Löwdin charge in e.
Positions of all 17 atoms, in Å:
C -1.1303 0.6041 1.1379  -0.089
C 0.2551 0.8758 1.6632  -0.092
C 0.0825 0.1571 0.3658  -0.443
C 0.3427 -1.3420 0.1882  -0.132
C 0.1569 -1.5322 -1.3055  -0.112
C 0.3443 -0.3451 -1.9145  -0.112
C 0.4444 0.8093 -0.9766  -0.116
H -1.7116 1.4432 0.7624  0.100
H -1.7219 -0.1566 1.6452  0.102
H 0.6013 0.3047 2.5203  0.103
H 0.6165 1.9008 1.6300  0.102
H 1.3825 -1.5821 0.4623  0.117
H -0.2940 -1.9773 0.8121  0.110
H -0.8134 -1.5783 -1.8219  0.119
H 0.2373 -0.2631 -2.9941  0.104
H 1.4510 1.2241 -0.9997  0.115
H -0.2669 1.5984 -1.2636  0.124

---

total energy of number 1 (C7H10)? -272.58348 Ha

---

The highest energy above the lowest of the compared OMol25 structures with the same formula, charge and spin belongs to which entry? number 5